Here is a structure of composition C55H49BN7O4RbS2 from the OMol25 dataset. Energies are from ωB97M-V/def2-TZVPD.

HOMO   -0.075 hartree
Largest force on an atom   0.47 eV/Å
Orbital gap   5.278 eV
E_tot   -99458.5113 eV
Charge   -2

Positions of all 119 atoms, in Å:
1 Rb -0.998 0.938 -1.031
2 N 3.795 2.004 -1.837
3 C 2.480 1.806 -1.655
4 N 1.964 1.051 -0.744
5 C 2.803 0.406 0.138
6 N 2.360 -0.434 1.022
7 N 1.033 -0.756 0.856
8 C 0.430 -1.093 1.922
9 C -0.953 -1.602 1.902
10 C -1.523 -2.020 3.104
11 C -2.801 -2.548 3.102
12 C -3.480 -2.638 1.900
13 C -2.843 -2.178 0.754
14 N -1.612 -1.678 0.739
15 C 4.243 0.670 0.079
16 C 5.157 0.139 0.992
17 C 6.505 0.391 0.862
18 C 6.967 1.187 -0.187
19 C 6.083 1.722 -1.098
20 C 4.720 1.468 -0.957
21 H 4.095 2.668 -2.529
22 H 1.807 2.293 -2.362
23 H 0.936 -1.048 2.890
24 H -0.956 -1.926 4.022
25 H -3.270 -2.870 4.023
26 H -4.492 -3.018 1.851
27 H -3.357 -2.206 -0.202
28 H 4.773 -0.458 1.808
29 H 7.204 0.004 1.592
30 H 8.023 1.410 -0.270
31 H 6.429 2.364 -1.899
32 C 3.973 -5.360 -0.955
33 C 3.402 -4.026 -0.457
34 C 4.272 -3.487 0.687
35 C 1.999 -4.287 0.092
36 C 3.390 -3.006 -1.596
37 C 4.579 -2.747 -2.303
38 C 4.639 -1.827 -3.331
39 C 3.483 -1.130 -3.667
40 S 3.211 0.107 -4.849
41 C 1.527 0.242 -4.292
42 N 1.217 -0.573 -3.343
43 C 2.293 -1.355 -2.966
44 C 2.252 -2.295 -1.934
45 C 0.660 1.302 -4.842
46 C 0.771 1.611 -6.205
47 C -0.004 2.625 -6.739
48 C -0.869 3.317 -5.892
49 C -0.946 2.987 -4.545
50 C -0.190 1.965 -3.930
51 H 3.971 -6.093 -0.143
52 H 5.000 -5.258 -1.309
53 H 3.371 -5.755 -1.777
54 H 4.320 -4.217 1.501
55 H 3.844 -2.560 1.073
56 H 5.290 -3.279 0.352
57 H 2.055 -5.035 0.888
58 H 1.330 -4.666 -0.683
59 H 1.559 -3.382 0.512
60 H 5.487 -3.271 -2.029
61 H 5.573 -1.642 -3.848
62 H 1.319 -2.409 -1.401
63 H 1.443 1.049 -6.849
64 H 0.058 2.870 -7.793
65 H -1.482 4.121 -6.295
66 H -1.636 3.561 -3.927
67 C -9.419 -3.037 3.423
68 C -8.207 -3.448 2.575
69 C -8.722 -3.928 1.218
70 C -7.494 -4.626 3.254
71 C -7.242 -2.266 2.445
72 C -6.684 -1.709 3.593
73 C -5.793 -0.631 3.548
74 C -5.460 -0.127 2.314
75 O -4.602 0.870 2.004
76 B -4.619 0.972 0.562
77 O -5.521 -0.046 0.064
78 C -6.010 -0.674 1.154
79 C -6.897 -1.726 1.195
80 H -10.117 -3.873 3.523
81 H -9.945 -2.201 2.957
82 H -9.117 -2.724 4.423
83 H -9.406 -4.767 1.363
84 H -7.907 -4.267 0.576
85 H -9.264 -3.139 0.693
86 H -8.172 -5.478 3.355
87 H -7.138 -4.355 4.249
88 H -6.630 -4.942 2.665
89 H -6.943 -2.116 4.563
90 H -5.361 -0.218 4.451
91 H -7.291 -2.117 0.268
92 N -3.880 1.805 -0.193
93 C -3.477 2.685 -1.032
94 C -4.426 3.830 -1.215
95 C -5.145 4.385 -0.154
96 C -5.979 5.475 -0.354
97 C -6.133 6.012 -1.627
98 C -5.429 5.462 -2.692
99 C -4.564 4.399 -2.481
100 H -5.033 3.949 0.832
101 H -6.517 5.906 0.483
102 H -6.789 6.860 -1.785
103 H -5.540 5.879 -3.687
104 H -3.977 3.988 -3.294
105 O 10.686 4.060 2.199
106 C 9.665 3.428 2.862
107 O 9.954 2.773 3.834
108 C 8.304 3.673 2.370
109 C 7.223 3.173 3.110
110 C 5.924 3.356 2.703
111 C 5.596 4.051 1.509
112 S 3.988 4.221 0.959
113 C 6.701 4.576 0.788
114 C 8.000 4.385 1.198
115 H 10.306 4.602 1.499
116 H 7.441 2.622 4.018
117 H 5.108 2.947 3.285
118 H 6.494 5.122 -0.124
119 H 8.780 4.799 0.562